Density functional theory data (ωB97M-V/def2-TZVPD) for a single C3H5N3O molecule at a distorted geometry.

Computed properties:
energy relative to the best compared isomer or geometry (same formula, charge and spin)	161.1	kcal/mol
orbital gap	8.16	eV
SMILES	O/N=C1/C=NNC1

```
12
C3H5N3O, DFT ωB97M-V/def2-TZVPD
O 1.471 -1.575 -1.471
N 0.382 -1.466 -0.852
C 0.025 -0.580 -0.084
C -1.405 -0.424 0.401
N -1.687 0.845 0.920
N -0.482 1.426 0.973
C 0.593 0.581 0.408
H 1.152 -2.039 -2.469
H -2.115 -1.067 -0.123
H -0.373 2.524 1.478
H 1.036 1.252 -0.438
H 1.403 0.524 1.257
```

Here are the natural (NBO) charges for atoms 1 to 8, given in e: number 1, O, carries -0.501; number 2, N, carries -0.144; number 3, C, carries 0.080; number 4, C, carries -0.123; number 5, N, carries -0.146; number 6, N, carries -0.425; number 7, C, carries -0.308; number 8, H, carries 0.477